Version one
Formula: C5H5Cl
Source: the OMol25 dataset
Level of theory: wB97M-V/def2-TZVPD

```
11
Properties=species:S:1:pos:R:3
C -0.15 0.74 0.27
C 0.84 -0.12 -0.50
C 1.73 -0.84 0.14
C -1.52 0.44 0.03
C -2.55 -0.13 -0.07
H 0.08 0.59 1.39
H 0.70 0.03 -1.60
H 2.54 -1.35 -0.44
H 1.52 -1.19 1.16
H -3.47 -0.65 -0.33
Cl 0.29 2.48 -0.06
```

The value obtained for the gap between HOMO and LUMO is 11.0 eV. As for the structure (SMILES): C#C[C@H](Cl)C=C. The calculation puts the molar mass at 100.55 g mol⁻¹. Its HOMO energy is -10.1021 eV.

Results of the Löwdin charge analysis, in e, for atoms 1 through 6: atom 1 (C): -0.7309, atom 2 (C): -0.2376, atom 3 (C): 0.0040, atom 4 (C): -0.2009, atom 5 (C): 0.1317, atom 6 (H): 0.1350

=====

Version two
Formula: C5H5Cl
Source: the OMol25 dataset
Level of theory: wB97M-V/def2-TZVPD

```
11
Properties=species:S:1:pos:R:3
C -1.83 0.29 0.05
C -2.02 -0.90 0.18
C -1.42 1.59 -0.10
C 1.14 -0.16 0.02
C 2.23 -0.88 0.02
Cl 0.88 1.46 0.10
H -1.43 2.03 -1.08
H -1.57 2.27 0.73
H 2.16 -1.95 -0.06
H 3.24 -0.47 0.09
H -2.26 -1.91 0.31
```

The value obtained for the gap between HOMO and LUMO (spin up / spin down) is 8.5 / 7.0 eV. The calculation puts the molar mass at 100.55 g mol⁻¹. Its HOMO energy (spin up / spin down) is -8.6541 / -7.5288 eV.

Results of the Löwdin charge analysis, in e, for atoms 1 through 6: atom 1 (C): -0.2755, atom 2 (C): 0.1419, atom 3 (C): -0.2175, atom 4 (C): -0.5785, atom 5 (C): -0.1309, atom 6 (Cl): 0.8279

=====

version one is preferred energetically. Next in line: 89.5 kcal/mol higher.

=====

Version one
Formula: C9H22N2NiO2P2
Source: the OMol25 dataset
Level of theory: wB97M-V/def2-TZVPD

```
38
Properties=species:S:1:pos:R:3
Ni -0.13 0.01 -0.25
P -0.32 -1.66 1.42
P -2.09 0.65 -0.58
N 1.68 -0.68 -0.35
N 0.26 0.56 -2.04
H 3.11 -1.04 -1.84
H 2.09 1.32 -2.83
H 3.23 0.57 -1.10
C 2.50 -0.20 -1.45
H 1.62 -0.28 -3.38
C 1.62 0.39 -2.52
H 3.25 -1.91 0.45
H -0.53 1.00 -3.92
C 2.14 -1.92 0.22
C -0.75 0.82 -2.86
H 1.71 -1.26 2.23
C 1.41 -2.08 1.56
H 1.66 -3.02 2.03
H -3.14 -0.30 -0.38
H -2.56 1.89 -0.07
H -0.92 -1.80 2.67
H -0.62 -0.18 1.22
O -1.39 -2.80 0.66
C -1.08 -3.68 -0.27
C -0.20 -4.84 0.10
C -1.05 -3.28 -1.71
H 2.16 -2.75 -0.51
H 0.51 -4.66 0.92
H -0.78 -5.75 0.38
H 0.39 -5.13 -0.77
H -0.91 -2.22 -1.91
H -0.23 -3.84 -2.20
H -1.96 -3.57 -2.27
C -2.04 0.90 -2.35
H -2.90 1.10 -2.99
O 0.86 3.00 1.06
H 1.61 2.83 1.67
H 0.21 3.47 1.61
```

Its spin multiplicity is 4. The net charge is +1. The value obtained for the gap between HOMO and LUMO (spin up / spin down) is 7.3 / 5.3 eV. The calculation puts the molar mass at 310.93 g mol⁻¹. Its HOMO energy (spin up / spin down) is -10.4192 / -10.2641 eV.

Results of the Löwdin charge analysis, in e, for atoms 1 through 6: atom 1 (Ni): 0.0233, atom 2 (P): 1.0137, atom 3 (P): 0.8533, atom 4 (N): -0.1528, atom 5 (N): -0.0866, atom 6 (H): 0.1216

=====

Version two
Formula: C9H22N2NiO2P2
Source: the OMol25 dataset
Level of theory: wB97M-V/def2-TZVPD

```
38
Properties=species:S:1:pos:R:3
Ni 0.51 0.95 0.31
P 1.17 -0.03 2.08
P -1.03 2.14 1.10
N 1.65 -0.31 -0.58
N -0.10 1.30 -1.41
H 1.90 -1.11 -2.56
H 0.61 1.13 -3.40
H 2.57 0.54 -2.29
C 1.74 -0.14 -2.05
H -0.29 -0.30 -2.78
C 0.43 0.50 -2.51
H 2.71 -2.11 -0.56
H -1.51 2.31 -2.59
C 2.16 -1.35 0.00
C -1.15 2.11 -1.57
H 3.03 -1.63 1.97
C 2.05 -1.56 1.47
H 1.45 -2.46 1.72
H -2.16 1.91 1.89
H -0.49 3.35 1.60
H 0.61 -0.48 3.31
H 2.29 0.70 2.55
O -1.23 -0.70 1.43
C -1.62 -1.52 0.36
C -1.57 -2.97 0.80
C -2.98 -1.07 -0.15
H -0.91 -1.44 -0.51
H -0.53 -3.29 0.88
H -2.03 -3.09 1.78
H -2.08 -3.62 0.09
H -2.90 -0.10 -0.65
H -3.37 -1.79 -0.88
H -3.69 -0.98 0.68
C -1.74 2.69 -0.46
H -2.59 3.37 -0.57
O 2.88 3.13 0.14
H 3.45 2.36 0.34
H 2.78 3.58 1.01
```

Its spin multiplicity is 4. The net charge is +1. The value obtained for the gap between HOMO and LUMO (spin up / spin down) is 7.3 / 5.7 eV. The calculation puts the molar mass at 310.93 g mol⁻¹. Its HOMO energy (spin up / spin down) is -10.3136 / -11.0813 eV.

Results of the Löwdin charge analysis, in e, for atoms 1 through 6: atom 1 (Ni): 0.0653, atom 2 (P): 0.8629, atom 3 (P): 0.8778, atom 4 (N): -0.0796, atom 5 (N): -0.0704, atom 6 (H): 0.1311

=====

version two is preferred energetically. Next in line: 34.2 kcal/mol higher.

=====

Version one
Formula: CH12O4S2
Source: the OMol25 dataset
Level of theory: wB97M-V/def2-TZVPD

```
19
Properties=species:S:1:pos:R:3
C 2.23 -1.46 1.24
S 1.50 -0.31 0.01
S 3.19 0.81 -0.32
H 1.60 -2.31 1.49
H 3.15 -1.92 0.87
H 2.43 -0.95 2.18
H 2.89 1.93 0.34
H -0.29 -1.14 -2.53
H -1.47 -1.39 -1.63
O -1.15 -0.80 -2.31
H -1.50 -0.61 0.51
H -2.23 -1.43 1.54
O -1.73 -1.52 0.75
H -1.53 2.20 1.76
H -1.20 1.89 0.26
O -1.57 1.51 1.09
H -1.91 2.36 -2.17
H -0.96 1.16 -1.63
O -1.46 1.97 -1.45
```

The value obtained for the gap between HOMO and LUMO is 9.6 eV. As for the structure (SMILES): CSS.O.O.O.O. The calculation puts the molar mass at 152.24 g mol⁻¹. Its HOMO energy is -9.0782 eV.

Results of the Löwdin charge analysis, in e, for atoms 1 through 6: atom 1 (C): -0.4817, atom 2 (S): 0.3604, atom 3 (S): 0.3267, atom 4 (H): 0.0352, atom 5 (H): 0.0232, atom 6 (H): 0.0280

=====

Version two
Formula: CH12O4S2
Source: the OMol25 dataset
Level of theory: wB97M-V/def2-TZVPD

```
19
Properties=species:S:1:pos:R:3
C -0.89 2.03 -1.62
S 0.21 0.99 -2.59
S -0.51 -0.97 -2.08
H -0.37 3.03 -1.51
H -1.81 2.32 -2.10
H -0.84 1.74 -0.52
H 0.70 -1.59 -2.28
H 2.25 -0.09 0.04
H 1.48 0.24 1.30
O 1.41 -0.35 0.56
H 0.39 0.71 3.50
H 1.25 1.60 4.17
O 1.30 1.02 3.36
H -1.36 -0.89 4.34
H -1.02 -0.73 2.75
O -1.14 -0.25 3.62
H 0.47 -1.90 1.19
H -0.93 -2.07 0.85
O -0.32 -2.29 1.57
```

The value obtained for the gap between HOMO and LUMO is 8.7 eV. As for the structure (SMILES): CSS.O.O.O.O. The calculation puts the molar mass at 152.24 g mol⁻¹. Its HOMO energy is -8.4545 eV.

Results of the Löwdin charge analysis, in e, for atoms 1 through 6: atom 1 (C): -0.5248, atom 2 (S): 0.3660, atom 3 (S): 0.2882, atom 4 (H): 0.0475, atom 5 (H): 0.0142, atom 6 (H): 0.0544

=====

version one is preferred energetically. Next in line: 10.0 kcal/mol higher.

=====

Version one
Formula: C4H7O2P
Source: the OMol25 dataset
Level of theory: wB97M-V/def2-TZVPD

```
14
Properties=species:S:1:pos:R:3
C 2.02 2.75 -1.74
C 1.54 1.94 -0.93
C -0.54 -2.85 1.26
C 1.06 1.03 -0.04
O -2.52 0.96 0.18
O 0.21 0.20 -0.31
P 0.60 -2.28 0.12
H 2.43 3.47 -2.37
H -0.79 -2.31 2.07
H -1.13 -3.70 0.86
H -1.72 1.34 0.31
H 1.54 1.16 1.06
H -3.13 1.65 0.42
H 0.42 -3.36 -0.90
```

The value obtained for the gap between HOMO and LUMO is 8.1 eV. As for the structure (SMILES): C#CC=O.C=P.O. The calculation puts the molar mass at 118.07 g mol⁻¹. Its HOMO energy is -8.8598 eV.

Results of the Löwdin charge analysis, in e, for atoms 1 through 6: atom 1 (C): 0.2000, atom 2 (C): -0.0757, atom 3 (C): -0.3969, atom 4 (C): -0.3534, atom 5 (O): -0.0060, atom 6 (O): -0.1226

=====

Version two
Formula: C4H7O2P
Source: the OMol25 dataset
Level of theory: wB97M-V/def2-TZVPD

```
14
Properties=species:S:1:pos:R:3
C 1.06 -0.80 -0.15
C 0.97 0.77 -0.03
C -0.29 -1.18 -0.72
C 0.26 1.32 0.98
O -2.48 -0.34 0.91
O -1.64 1.19 -0.93
P -1.43 0.04 -0.09
H 1.88 -0.80 -0.90
H 1.45 -1.29 0.86
H -0.02 0.64 1.82
H 1.10 1.51 -0.89
H -0.18 -1.35 -1.77
H -0.56 -2.07 -0.15
H -0.12 2.36 1.07
```

The value obtained for the gap between HOMO and LUMO is 10.1 eV. The calculation puts the molar mass at 118.07 g mol⁻¹. Its HOMO energy is -10.1786 eV.

Results of the Löwdin charge analysis, in e, for atoms 1 through 6: atom 1 (C): -0.2189, atom 2 (C): -0.1740, atom 3 (C): -0.2444, atom 4 (C): -0.0801, atom 5 (O): -0.2923, atom 6 (O): -0.2924

=====

version two is preferred energetically. Next in line: 98.9 kcal/mol higher.

=====

Version one
Formula: C10H10N2O2
Source: the OMol25 dataset
Level of theory: wB97M-V/def2-TZVPD

```
24
Properties=species:S:1:pos:R:3
C 2.51 -2.63 0.21
C 1.28 -0.68 -0.14
C -1.09 -0.71 -0.03
C -2.33 -1.39 -0.15
C -3.57 -0.77 -0.15
C -3.59 0.67 0.10
C -2.36 1.41 0.05
C -1.11 0.73 -0.11
C 1.23 0.78 -0.32
C 2.45 2.66 0.12
H 3.56 -2.80 0.24
H 1.88 -2.56 1.16
H 2.16 -3.35 -0.51
H -2.36 -2.51 -0.19
H -4.44 -1.36 -0.56
H -4.49 1.20 0.20
H -2.32 2.50 0.06
H 2.39 2.69 1.18
H 3.41 2.99 -0.34
H 1.54 3.08 -0.33
N 0.20 -1.36 0.10
N 0.14 1.44 -0.08
O 2.48 -1.28 -0.30
O 2.44 1.25 -0.22
```

The value obtained for the gap between HOMO and LUMO is 8.9 eV. As for the structure (SMILES): COc1nc2ccccc2nc1OC. The calculation puts the molar mass at 190.20 g mol⁻¹. Its HOMO energy is -8.4735 eV.

Results of the Löwdin charge analysis, in e, for atoms 1 through 6: atom 1 (C): -0.0456, atom 2 (C): -0.2723, atom 3 (C): -0.1652, atom 4 (C): -0.0629, atom 5 (C): -0.0892, atom 6 (C): -0.0594

=====

Version two
Formula: C10H10N2O2
Source: the OMol25 dataset
Level of theory: wB97M-V/def2-TZVPD

```
24
Properties=species:S:1:pos:R:3
C -3.52 -0.56 -0.67
C -3.23 0.35 0.34
C -2.46 -1.12 -1.37
C -1.97 0.58 0.72
C -1.18 -1.03 -0.88
C -0.93 -0.20 0.26
C 1.89 1.86 0.51
C 1.31 -1.27 1.10
C 2.64 0.13 -1.08
C 0.52 -0.05 0.69
N 0.88 1.21 0.98
N 2.71 1.32 -0.41
O 2.40 -1.00 1.90
O 1.06 -2.38 0.76
H -4.54 -0.82 -0.86
H -4.08 1.00 0.79
H -2.45 -1.75 -2.20
H -1.81 1.48 1.32
H -0.45 -1.57 -1.38
H 2.16 2.92 0.73
H 2.35 -0.76 -0.54
H 3.03 -0.01 -2.10
H 2.29 -0.14 2.30
H 3.38 1.85 -0.91
```

The value obtained for the gap between HOMO and LUMO (spin up / spin down) is 7.2 / 7.2 eV. The calculation puts the molar mass at 190.20 g mol⁻¹. Its HOMO energy (spin up / spin down) is -7.3160 / -7.6439 eV.

Results of the Löwdin charge analysis, in e, for atoms 1 through 6: atom 1 (C): -0.0737, atom 2 (C): -0.1141, atom 3 (C): -0.0846, atom 4 (C): -0.0886, atom 5 (C): -0.0198, atom 6 (C): -0.1223

=====

Version three
Formula: C10H10N2O2
Source: the OMol25 dataset
Level of theory: wB97M-V/def2-TZVPD

```
24
Properties=species:S:1:pos:R:3
C -0.35 -2.91 2.03
C -1.36 -2.52 1.04
C -0.99 -1.39 0.36
C 0.23 -0.65 0.58
C 1.11 -1.15 1.54
C 0.80 -2.29 2.19
C 1.08 1.48 -0.34
C -0.35 1.59 0.16
C -1.12 2.19 -0.77
C 0.34 2.10 -2.69
H -0.55 -3.85 2.62
H -2.33 -2.91 0.95
H -1.67 -0.96 -0.30
H 0.43 0.16 -0.05
H 2.07 -0.72 1.61
H 1.67 -2.94 2.63
H 2.03 1.22 -2.07
H -0.49 1.37 1.19
H -2.16 2.34 -0.67
H -1.57 2.69 -2.80
N 1.20 1.54 -1.67
N -0.82 2.41 -2.10
O 2.03 1.09 0.36
O 0.75 2.12 -3.82
```

The value obtained for the gap between HOMO and LUMO is 9.1 eV. As for the structure (SMILES): O=c1cc[nH]c(=O)[nH]1.c1ccccc1. The calculation puts the molar mass at 190.20 g mol⁻¹. Its HOMO energy is -8.7484 eV.

Results of the Löwdin charge analysis, in e, for atoms 1 through 6: atom 1 (C): -0.1123, atom 2 (C): -0.0484, atom 3 (C): -0.0666, atom 4 (C): -0.0799, atom 5 (C): -0.0578, atom 6 (C): -0.1538

=====

Version four
Formula: C10H10N2O2
Source: the OMol25 dataset
Level of theory: wB97M-V/def2-TZVPD

```
24
Properties=species:S:1:pos:R:3
C 2.03 0.99 0.42
C 2.71 0.26 -0.67
C 2.31 -0.97 -1.07
C 0.54 -1.00 0.57
C -2.62 1.52 -0.37
C -1.43 1.47 -0.79
C -0.74 0.29 -0.69
C -1.42 -0.86 -0.35
C -2.66 -0.93 0.21
C -3.29 0.33 0.13
H 0.36 0.78 1.68
H 3.40 0.85 -1.24
H 2.77 -1.49 -1.86
H 1.16 -2.68 -0.52
H -3.34 2.43 -0.28
H -0.96 2.30 -1.39
H 0.39 0.32 -0.81
H -0.81 -1.87 -0.33
H -3.03 -1.79 0.48
H -4.43 0.42 0.27
N 0.93 0.32 0.94
N 1.32 -1.65 -0.36
O 2.42 2.05 0.86
O -0.39 -1.60 1.10
```

The value obtained for the gap between HOMO and LUMO is 8.0 eV. As for the structure (SMILES): O=c1cc[nH]c(=O)[nH]1.c1ccccc1. The calculation puts the molar mass at 190.20 g mol⁻¹. Its HOMO energy is -7.7681 eV.

Results of the Löwdin charge analysis, in e, for atoms 1 through 6: atom 1 (C): -0.4719, atom 2 (C): 0.0303, atom 3 (C): -0.0388, atom 4 (C): -0.5498, atom 5 (C): -0.1536, atom 6 (C): -0.1539

=====

version one is preferred energetically. Next in line: 28.8 kcal/mol higher.